{
  "formula": "CH3BrOS",
  "method": "ωB97M-V/def2-TZVPD",
  "orbital_gap_ev": 9.430,
  "relative_energy_kcal_mol": 17.81,
  "max_force_ev_per_a": 6.11,
  "lumo_ha": -0.0205,
  "symbols": ["C", "O", "S", "Br", "H", "H", "H"],
  "positions_angstrom": [[0.728, 0.002, -0.239], [-1.445, -1.315, 0.647], [-1.005, -0.417, -0.446], [-1.820, 1.653, 0.068], [1.275, 0.601, -0.959], [1.294, -1.102, 0.169], [0.973, 0.578, 0.760]],
  "lowdin_charge": [-0.413, -0.568, 0.480, 0.253, 0.030, 0.146, 0.071]
}

{
  "formula": "CH3BrOS",
  "method": "ωB97M-V/def2-TZVPD",
  "orbital_gap_ev": [6.933, 7.419],
  "relative_energy_kcal_mol": 48.71,
  "max_force_ev_per_a": 4.62,
  "lumo_ha": [-0.1041, -0.0858],
  "symbols": ["C", "O", "S", "Br", "H", "H", "H"],
  "positions_angstrom": [[-0.692, -0.172, 0.414], [0.416, 0.701, 0.739], [0.868, 1.458, -0.561], [2.620, -0.636, -1.683], [-0.558, -1.258, 0.483], [-1.069, -0.068, -0.543], [-1.585, -0.025, 1.150]],
  "lowdin_charge": [-0.207, -0.637, 0.701, -0.089, 0.089, 0.019, 0.124]
}